The following is a quantum chemistry calculation of 12 unconnected molecules or ions with the total composition C57H158F3N22O15P6S in a non-equilibrium geometry, from OMol25.

Computed properties:
Highest occupied orbital energy in eV: -5.99
Spin multiplicity: 1
Gap between HOMO and LUMO in eV: 7.6
Lowest unoccupied orbital energy in eV: 1.567
Charge: -1
Energy in hartree: -7345.88806

Structure (XYZ):
```
262
Properties=species:S:1:pos:R:3:forces:R:3
C -21.70906 9.97181 27.24931 0.9 -0.1 1.7
F -22.38653 11.14246 27.24969 0.2 -0.5 -0.2
F -22.51879 9.02819 27.82736 0.7 0.8 -0.4
F -21.44734 9.59302 26.01198 -0.3 0.0 0.0
S -20.00937 10.22440 28.19145 1.3 -1.5 1.9
O -19.22828 8.99350 27.97068 -1.7 1.3 -0.2
O -19.47726 11.41246 27.55420 -1.3 -0.3 -0.3
O -20.25840 10.43933 29.63259 -0.9 -0.1 -1.6
O -20.91062 3.22590 30.17809 -0.5 0.2 -0.6
P -21.57384 4.07714 31.17590 -1.3 2.2 0.6
N -21.35883 3.49227 32.75639 -0.5 0.7 -0.2
C -22.15321 2.34061 33.34524 0.6 2.1 -1.8
C -20.02837 3.61173 33.35307 0.4 -0.1 0.4
N -23.29354 4.33253 30.92908 -0.3 -0.3 0.8
C -24.10164 5.22289 31.83859 0.4 -0.9 -0.7
C -24.00794 3.95699 29.64926 1.7 0.7 0.8
N -20.97404 5.72685 31.15378 -0.2 -0.6 0.3
C -20.79736 6.34260 29.84998 0.7 -0.6 -1.2
C -21.23467 6.80358 32.10771 -0.1 -0.9 0.9
H -22.26563 2.64710 34.38520 0.0 -0.9 0.1
H -21.64754 1.41816 33.05976 0.1 -0.2 0.8
H -23.12092 2.31696 32.84416 -0.1 0.1 0.2
H -20.07484 3.71116 34.43753 -0.5 0.0 0.2
H -19.41349 4.45894 33.04934 -0.5 0.2 -0.6
H -19.39354 2.73736 33.20963 -0.1 -0.4 -0.4
H -23.75500 5.22868 32.87199 0.5 0.1 -0.2
H -24.20157 6.23365 31.44302 0.4 0.2 0.1
H -25.12947 4.87048 31.92506 -0.1 -0.5 -0.3
H -24.90144 4.55439 29.46797 -0.3 -0.3 0.7
H -23.37476 4.30446 28.83290 0.2 -0.6 -0.3
H -24.17115 2.87930 29.64254 -0.2 0.2 -0.4
H -20.70194 5.57212 29.08490 -0.4 0.0 0.0
H -21.51919 7.09724 29.53760 -0.8 -0.2 0.3
H -19.86817 6.90338 29.74880 0.3 0.0 0.5
H -20.58145 7.64415 31.87352 0.2 -0.1 0.2
H -21.08069 6.43257 33.12099 0.4 0.1 0.1
H -22.24989 7.19896 32.14088 -0.3 0.0 -0.5
O -27.06508 6.08111 24.62632 -0.6 0.0 2.3
P -27.25343 5.75701 26.08861 0.7 0.2 1.4
N -28.83042 5.99870 26.74082 0.7 0.0 -0.1
C -29.88828 6.47264 25.85453 1.0 0.2 0.1
C -29.35157 5.41843 28.00297 2.0 -0.8 -1.0
N -26.23428 6.67654 27.15886 -0.2 0.2 0.1
C -25.07443 7.47142 26.62495 -0.6 -1.4 0.5
C -26.34706 6.88968 28.67399 -0.3 -0.6 -1.2
N -26.84750 4.11315 26.46649 0.1 0.3 -0.4
C -27.68867 3.04266 25.87968 -0.3 1.7 -0.1
C -25.43767 3.70954 26.30327 -0.2 0.6 0.4
H -30.55521 7.11834 26.42581 -0.5 -0.5 0.1
H -30.29232 5.55323 25.43081 -1.0 0.6 -0.4
H -29.48109 7.15574 25.10910 0.1 -0.4 -0.4
H -28.62395 4.63463 28.21350 -0.1 -0.3 0.5
H -30.30178 4.90550 27.85428 -0.2 0.4 0.0
H -29.31151 6.08528 28.86425 -0.5 0.3 -0.2
H -25.10611 7.63776 25.54818 -0.5 0.3 0.2
H -25.02897 8.37919 27.22661 0.2 0.2 -0.4
H -24.17277 6.87951 26.78226 0.3 0.2 0.2
H -26.57063 7.92275 28.94019 -0.1 0.2 -0.4
H -27.08477 6.27311 29.18753 -0.3 -0.1 -0.6
H -25.43570 6.65981 29.22597 0.5 -0.1 -0.6
H -27.53553 2.91261 24.80835 0.4 -0.1 -0.2
H -27.52407 2.09144 26.38581 -0.2 0.2 0.2
H -28.69633 3.45282 25.94672 -0.4 -0.7 0.3
H -25.14884 3.61412 25.25658 -0.2 -0.4 -0.2
H -25.35655 2.77141 26.85229 0.4 -0.1 -0.2
H -24.72528 4.42556 26.71306 -0.3 0.1 0.3
O -13.76216 9.72272 30.10936 -0.3 0.1 2.3
P -14.44188 9.55517 31.44301 -1.0 -0.4 -0.4
N -16.17365 9.41480 31.35487 1.7 -0.3 2.2
C -16.71005 8.08969 31.02712 2.0 -0.3 -1.2
C -16.97377 10.54242 30.91416 1.0 -0.3 -0.9
N -14.12970 10.79699 32.60238 -0.2 -2.3 -2.1
C -13.02952 11.67639 32.40994 0.2 -0.1 -0.7
C -14.98836 11.09678 33.68027 -1.0 0.6 0.3
N -13.95319 8.11557 32.24717 -2.1 0.3 0.1
C -12.62898 7.63502 32.04110 1.1 -0.2 -1.1
C -14.57382 7.73117 33.55045 0.2 0.8 -1.0
H -17.77968 7.92845 31.16125 0.1 0.4 0.2
H -16.08761 7.33222 31.50348 -0.5 -0.1 0.7
H -16.37337 7.88895 30.01004 -0.9 -0.2 -0.6
H -16.70314 10.75873 29.88069 -0.4 0.1 -0.3
H -16.71274 11.44848 31.46098 -0.4 0.0 0.3
H -18.01698 10.23054 30.96476 -0.1 0.5 0.1
H -13.39801 12.66247 32.12715 0.3 0.5 0.5
H -12.42713 11.61622 33.31636 0.3 0.7 0.0
H -12.44489 11.34769 31.55072 0.1 -0.1 0.1
H -14.44021 11.55884 34.50132 0.2 -0.2 0.2
H -15.69637 11.85242 33.33995 -0.5 0.2 0.4
H -15.53976 10.23269 34.05094 0.0 0.1 -0.1
H -12.38172 7.44529 30.99661 -0.6 0.2 -0.4
H -11.85462 8.35552 32.30445 0.2 0.0 0.7
H -12.45075 6.65069 32.47405 -0.2 0.2 0.6
H -14.03043 8.20972 34.36520 0.3 -0.5 0.3
H -14.66388 6.64628 33.60524 0.5 0.0 0.3
H -15.59328 8.09634 33.67477 0.0 0.2 -0.6
O -24.69936 11.35609 21.19972 -0.2 -2.2 0.4
P -24.58715 10.13186 22.07773 1.1 0.6 0.0
N -24.95883 10.49227 23.69101 0.3 -1.1 -0.1
C -24.05710 11.32929 24.45498 0.8 0.3 -0.8
C -26.32015 10.86752 23.99255 -0.4 -0.1 -0.4
N -22.93493 9.58848 22.14414 -1.7 1.1 -0.1
C -22.22811 9.65608 20.85456 -0.2 -0.2 0.6
C -22.55263 8.57074 23.08601 1.0 0.1 0.5
N -25.54320 8.75804 21.67887 0.2 2.0 2.1
C -25.46243 7.53105 22.51383 0.1 0.4 -1.3
C -25.94164 8.55758 20.31609 0.6 0.1 -0.2
H -23.02528 10.99408 24.34971 -0.1 -0.3 0.4
H -24.40932 11.37783 25.48535 0.3 -0.2 0.0
H -24.01844 12.34143 24.05226 -0.3 0.4 0.0
H -26.44129 10.98873 25.06900 0.0 -0.3 0.1
H -27.00119 10.10864 23.60733 -0.2 0.1 0.1
H -26.55916 11.84002 23.56219 -0.2 0.2 -0.3
H -22.88876 9.33442 20.04946 0.1 0.1 -0.3
H -21.86376 10.66856 20.68065 -0.1 -0.1 -0.2
H -21.38366 8.96764 20.88710 0.0 0.1 0.0
H -22.83194 8.85483 24.10059 -0.8 -0.3 -0.1
H -22.84363 7.55843 22.80555 0.0 0.0 0.3
H -21.47105 8.56841 23.22118 0.3 0.0 -0.5
H -25.50998 7.68691 23.59158 0.0 0.3 -0.4
H -26.29205 6.89800 22.19905 -0.1 0.0 0.3
H -24.54646 7.00661 22.24171 0.0 -0.3 0.2
H -25.09315 8.09888 19.80840 -0.3 -0.6 -0.6
H -26.11218 9.49799 19.79201 -0.2 0.1 0.3
H -26.84096 7.94174 20.30936 0.1 -0.1 -0.3
O -28.99490 13.98821 27.07624 1.6 -2.6 0.3
P -28.25540 12.77377 27.63972 -0.2 0.2 -1.1
N -28.83200 11.23048 27.10929 -0.8 1.7 0.6
C -29.88270 11.17788 26.04973 0.9 -0.3 1.0
C -28.26352 9.96441 27.57994 0.3 1.0 -0.3
N -28.29990 12.77994 29.31445 -0.4 -1.6 1.1
C -29.65784 12.43099 29.95130 1.7 1.7 -0.8
C -27.58214 13.81796 30.12535 -1.5 0.1 -1.5
N -26.60239 12.59683 27.19872 0.6 0.7 1.6
C -25.60186 11.90589 28.11422 -2.0 -0.2 -0.6
C -26.02338 13.62809 26.35031 -0.5 0.1 -0.8
H -29.88174 10.18320 25.60397 0.2 0.0 0.0
H -29.66149 11.90475 25.26817 -0.3 0.1 0.1
H -30.86922 11.30993 26.49407 -0.2 0.3 -0.2
H -29.06649 9.24138 27.72327 0.2 -0.2 -0.1
H -27.69872 10.08079 28.50491 -0.5 0.2 0.3
H -27.49186 9.64508 26.87946 -0.2 -0.6 -0.4
H -30.08241 13.41916 30.12838 -0.5 -0.1 0.2
H -30.32404 11.91189 29.26224 0.4 -0.3 0.1
H -29.50470 11.94961 30.91718 0.0 -0.3 -0.2
H -27.47919 13.52182 31.16928 0.3 -0.2 -0.2
H -26.67187 14.17128 29.64093 0.2 -0.5 0.2
H -28.24512 14.68184 30.07763 0.0 0.4 0.4
H -25.83028 12.12594 29.15705 0.3 0.1 0.1
H -25.81442 10.84775 27.96168 0.5 -0.2 0.3
H -24.55895 12.09708 27.86146 -0.3 0.3 -0.1
H -26.40310 13.47840 25.33961 0.1 0.1 -0.2
H -24.94224 13.49672 26.30579 -0.1 0.3 0.1
H -26.33575 14.63987 26.60881 0.4 0.1 0.3
O -15.04803 6.35008 28.63141 -0.1 -0.5 0.0
P -15.32712 4.93643 28.34695 -1.6 -2.3 -0.1
N -16.98255 4.58571 27.89288 1.6 0.3 0.4
C -17.39215 3.43936 27.10030 0.4 0.4 -0.4
C -18.06192 5.29223 28.56158 0.4 0.6 1.0
N -14.94482 3.87853 29.67814 -2.2 0.4 -1.6
C -15.51278 2.52557 29.82131 -0.1 1.0 -0.8
C -13.79657 4.14259 30.45281 0.7 -0.2 0.2
N -14.48768 4.26843 27.06152 -0.8 1.0 -0.3
C -14.06177 2.89270 26.92738 -0.3 0.8 0.6
C -14.23368 5.05723 25.87934 0.5 0.9 -0.4
H -18.24479 3.76441 26.50409 -0.2 -0.3 0.0
H -17.63486 2.54548 27.67489 -0.4 -0.1 0.2
H -16.62315 3.12819 26.39325 0.1 0.3 0.0
H -18.06658 5.10285 29.63499 0.0 -0.2 0.3
H -19.07565 5.04338 28.24768 0.5 -0.3 -0.6
H -17.91171 6.36875 28.48010 -0.1 0.1 -0.2
H -15.46011 2.20205 30.86086 -0.1 0.1 0.0
H -16.54433 2.56981 29.47195 -0.1 -0.1 0.3
H -15.01785 1.78425 29.19395 0.3 -0.2 0.1
H -13.91498 3.61359 31.39845 0.1 0.3 0.3
H -12.93451 3.69935 29.95431 0.7 0.2 0.2
H -13.66953 5.21517 30.59951 0.1 -0.1 0.0
H -14.89723 2.19753 27.01016 0.1 -0.3 0.3
H -13.70419 2.79699 25.90216 0.6 -0.3 0.4
H -13.33219 2.81235 27.73320 0.4 -1.2 -0.4
H -13.17852 5.32433 25.82125 0.3 0.0 0.0
H -14.74245 6.02041 25.84013 -0.3 -0.2 0.3
H -14.43941 4.51631 24.95566 -0.4 -0.1 0.0
O -21.62950 14.13662 33.12333 -1.0 -1.6 -2.0
C -22.07230 13.44751 32.19265 1.4 1.5 2.6
O -22.43348 14.00212 31.03461 0.2 -0.6 -0.4
C -22.78788 12.95910 30.05722 0.1 1.6 -0.3
C -22.96508 11.70594 30.84596 -0.5 -1.5 -0.2
C -22.28580 11.94877 32.18306 -0.5 -0.2 -0.1
H -22.02249 12.91052 29.28268 0.3 0.0 0.2
H -23.68553 13.37883 29.60319 -0.1 -0.4 -0.1
H -22.50995 10.82585 30.39166 0.0 0.2 -0.4
H -24.03283 11.49409 30.90193 -0.1 0.0 0.5
H -21.37455 11.35671 32.26784 0.3 0.5 -0.1
H -22.89352 11.60787 33.02125 -0.1 0.4 0.1
C -20.21729 11.60199 24.16621 0.7 0.6 -0.6
C -18.72269 12.05911 24.08665 -0.6 0.5 1.0
C -18.53418 13.63689 24.12675 -0.4 -1.2 -1.2
O -19.14264 14.26042 22.97946 0.4 0.9 0.0
C -18.61851 15.60605 22.71814 -0.4 -1.7 0.1
N -18.06241 11.38485 25.22745 -0.3 0.9 -1.1
H -20.78298 11.99347 23.32073 0.0 -0.1 -0.1
H -20.71804 11.95409 25.06808 0.3 0.3 0.2
H -20.29116 10.51610 24.22538 0.2 0.0 -0.4
H -18.22904 11.72276 23.17491 -0.3 -0.1 -0.2
H -17.46333 13.79974 24.00488 0.3 0.1 0.6
H -18.93669 14.05167 25.05090 0.1 0.1 0.1
H -18.91718 15.88915 21.70880 -0.3 -0.1 0.2
H -17.52890 15.58202 22.70175 0.2 0.0 0.3
H -18.99503 16.31371 23.45675 0.1 0.1 0.0
H -18.60313 11.60969 26.05035 0.2 -0.2 0.2
H -17.12490 11.72401 25.38914 0.3 0.0 -0.1
C -17.73129 15.08342 27.54676 -0.7 -0.1 0.8
C -17.69437 14.44477 28.94169 0.4 -0.7 1.8
C -18.81970 14.89040 29.98181 0.4 -0.2 -2.0
O -18.85773 16.28602 30.08385 0.0 -0.3 0.7
C -19.82171 16.78410 31.00393 0.2 1.1 -1.0
N -17.67732 12.94453 28.86165 -0.5 1.7 -0.3
H -17.63389 16.16735 27.60766 0.0 0.0 0.1
H -18.71122 14.86436 27.12266 -0.1 0.0 -0.3
H -16.96249 14.70288 26.87428 0.0 -0.2 0.2
H -16.75346 14.70569 29.42615 0.2 0.3 -0.1
H -18.74594 14.43191 30.96793 0.6 -0.2 0.1
H -19.75087 14.51445 29.55790 -0.6 -0.1 -0.1
H -19.62458 17.84701 30.86439 -0.6 0.2 0.5
H -19.76337 16.53709 32.06397 0.7 -0.5 0.0
H -20.84430 16.54748 30.70996 -0.1 -0.1 -0.3
H -18.50423 12.71290 28.33000 0.1 -0.2 -0.5
H -17.97867 12.57659 29.75267 0.4 -0.1 0.6
C -18.84849 7.06466 25.31470 -0.3 -0.3 -1.1
C -17.45616 7.59038 24.95121 0.3 0.3 1.2
C -17.39665 8.17206 23.53321 -1.0 -1.5 0.1
O -17.49939 7.01737 22.69178 1.2 -0.5 -1.6
C -16.22139 6.53656 22.23958 0.0 0.8 0.7
N -17.11339 8.59402 25.94989 -0.1 0.5 -0.4
H -19.54547 7.90064 25.25588 -0.1 0.1 0.2
H -18.91325 6.63546 26.31454 0.3 0.2 0.0
H -19.22079 6.32053 24.61059 0.1 -0.2 -0.1
H -16.71301 6.79901 25.04903 0.0 -0.4 -0.4
H -16.55934 8.79872 23.22613 0.3 0.0 0.5
H -18.31836 8.71627 23.32735 0.0 0.4 0.2
H -16.29956 5.56429 21.75309 -0.3 0.1 0.3
H -15.49542 6.54635 23.05258 -0.2 -0.8 0.6
H -15.65666 7.20043 21.58501 -0.7 0.5 -0.8
H -17.60333 9.39791 25.58407 0.3 1.0 0.0
H -17.72020 8.44594 26.74358 0.4 -0.3 0.6
C -23.66011 17.44249 28.56273 0.3 -0.7 0.0
C -22.37811 17.58002 27.73087 -0.5 1.2 0.3
C -21.73043 16.28779 27.34381 -0.1 -0.2 0.1
O -22.64423 15.45139 26.60515 1.1 -0.3 0.9
C -21.84608 14.40006 26.07753 -0.3 -0.3 -1.3
N -22.59055 18.30901 26.50686 -0.4 0.6 -1.7
H -23.46240 17.02192 29.54870 0.0 -0.2 0.0
H -24.28735 16.75586 27.99423 -0.3 0.0 0.2
H -24.20546 18.37044 28.73479 0.2 0.2 -0.3
H -21.63580 18.17039 28.26803 0.2 -0.2 0.3
H -21.32511 15.79608 28.22814 -0.3 -0.5 0.2
H -20.85489 16.50431 26.73172 0.0 0.2 -0.3
H -22.41429 13.54209 25.71818 -0.7 0.1 0.5
H -21.07257 14.00675 26.73713 0.0 0.2 0.4
H -21.39582 14.74062 25.14512 0.6 0.3 0.0
H -23.22024 17.82321 25.88429 0.1 -0.7 -0.1
H -23.06286 19.20016 26.56038 0.2 0.3 0.8
```
Positions in Å, forces in eV/Å.

Here are the Löwdin charges for atoms 1 to 6, given in e:
1 C -0.575
2 F 0.088
3 F 0.084
4 F 0.118
5 S 0.543
6 O -0.321